Entry 1:
2 unconnected molecules or ions with the total composition C12H17N in a non-equilibrium geometry, computed with ωB97M-V/def2-TZVPD.

Structure (XYZ):
```
30
Properties=species:S:1:pos:R:3:forces:R:3:lowdin_charge:R:1
C -2.599488 0.557709 2.903681 -0.091 -0.090 0.105 -0.0529
C -1.777125 0.909421 1.707127 -0.397 -0.294 -0.183 -0.2345
C -0.972530 1.987799 1.605610 0.123 0.493 0.002 -0.0679
N -0.390707 2.054890 0.349269 -0.338 0.158 0.429 0.0843
C -0.854684 0.989455 -0.369049 0.072 -0.117 -1.139 -0.2315
C -0.534047 0.569149 -1.657026 0.222 -0.321 -0.103 -0.0407
C -0.994384 -0.670900 -2.064196 0.085 0.197 0.187 -0.1229
C -1.902277 -1.394657 -1.287697 -0.420 -0.755 0.771 -0.0955
C -2.306201 -0.953051 -0.037031 0.115 1.298 -0.537 -0.0202
C -1.752582 0.254159 0.412174 0.224 -0.143 1.212 -0.1367
H -3.616048 0.935537 2.763452 0.026 0.051 0.334 0.0814
H -2.145628 0.940128 3.821946 -0.237 0.341 -0.155 0.0763
H -2.689400 -0.509521 3.098803 0.081 -0.211 -0.373 0.0710
H -0.864223 2.783317 2.324401 0.348 -0.028 0.050 0.1215
H 0.273051 2.744449 0.045324 -0.092 -0.103 -0.029 0.1501
H 0.164621 1.089775 -2.302267 0.031 0.134 0.217 0.1125
H -0.501633 -1.121712 -2.915860 -0.529 0.041 -0.318 0.1029
H -2.262171 -2.377757 -1.566366 0.089 0.086 -0.465 0.0966
H -3.107557 -1.377861 0.552239 0.227 -0.552 -0.055 0.1088
C 2.296126 -0.972105 -1.886266 -0.531 -0.001 0.140 -0.1312
C 3.093274 -0.271446 -0.791496 1.356 -1.083 0.247 -0.3035
C 2.640569 -0.630541 0.630581 -1.889 0.436 -0.436 -0.1111
H 2.490343 -2.035565 -2.055908 0.685 0.118 0.235 0.0781
H 2.421741 -0.453825 -2.839766 -0.254 -0.100 -0.022 0.0748
H 1.256798 -0.997994 -1.567561 0.065 0.358 -0.389 0.0182
H 4.123402 -0.649496 -0.863984 0.014 0.300 -0.100 0.0916
H 3.204850 0.799205 -0.957124 -0.471 0.074 -0.010 0.0912
H 2.458960 0.232148 1.277536 0.823 -0.021 0.134 0.0641
H 1.608817 -1.022906 0.602759 0.244 -0.200 -0.218 0.0663
H 3.238134 -1.407803 1.066695 0.418 -0.064 0.471 0.0588
```
Forces are in eV/Å.

Output
LUMO   0.89 eV
E   -14209.529 eV
2S+1   1
Structure (SMILES)   Cc1c[nH]c2ccccc12.CCC
Energy above the lowest of the compared OMol25 structures with the same formula, charge and spin   0.809 eV


Entry 2:
A molecular structure, C13H7Cl2IrN3O3Ti in a non-equilibrium geometry, computed with ωB97M-V/def2-TZVPD.

Structure (XYZ):
```
30
Properties=species:S:1:pos:R:3:forces:R:3:lowdin_charge:R:1
Ir 8.460435 -4.189493 -0.445908 -3.780 2.152 3.236 1.1252
Ti 2.079829 -0.557231 -0.185900 0.825 -3.067 2.658 0.7060
Cl 7.333994 -3.346397 1.368257 0.696 -0.402 -0.594 -0.0115
Cl 3.149328 -2.408660 -0.724832 -0.396 0.353 -0.029 0.1024
C 2.613465 0.752198 -1.418896 1.898 7.125 -6.755 -0.1483
C 9.947434 -4.608431 0.561957 6.006 -1.985 2.481 -0.2825
C 8.676781 -4.630448 -2.248208 2.833 -2.807 -7.866 -0.2448
O 2.829550 1.590372 -2.233930 -0.955 -4.502 4.256 0.1688
O 10.875420 -4.863730 1.225849 -4.631 1.328 -3.017 0.2288
O 8.769001 -4.904592 -3.387822 -0.853 1.564 5.725 0.1869
N -7.046581 4.517656 2.221195 -0.784 0.695 0.437 0.4094
C -6.206470 3.805784 1.841853 2.119 -2.032 -1.371 0.0427
C -5.180325 2.933141 1.314830 -1.986 1.478 0.738 -0.1014
C -3.904227 2.986868 1.859463 1.984 0.212 1.002 0.0871
C -2.883941 2.172367 1.402023 -0.033 0.377 0.512 0.0663
C -3.136992 1.262984 0.378869 -1.071 0.570 0.453 -0.1142
C -4.405282 1.210261 -0.201140 -0.982 0.210 -0.156 0.0769
C -5.421673 2.043611 0.262040 -0.130 -1.231 -1.218 0.1021
N -2.097942 0.410612 -0.052226 -0.186 -1.368 -1.631 0.0839
C -2.142776 -0.549578 -1.072134 -3.603 2.823 1.417 0.1974
C -0.867284 -0.940583 -1.318043 4.704 0.106 2.009 0.1403
N -0.012492 -0.320994 -0.370106 -2.226 -0.321 -1.317 0.0001
C -0.797213 0.499660 0.355315 0.348 -1.467 -1.292 0.0546
H -3.715581 3.682189 2.667512 0.129 0.007 0.052 0.1665
H -1.903632 2.228310 1.859023 -0.273 0.254 0.164 0.1292
H -4.621788 0.526046 -1.013285 -0.171 0.123 0.071 0.1363
H -6.414954 2.002788 -0.172903 0.088 -0.105 -0.115 0.1679
H -3.070774 -0.782860 -1.602925 0.386 -0.123 0.217 0.1878
H -0.456745 -1.632792 -2.023885 -0.090 -0.360 -0.473 0.1718
H -0.448563 1.110941 1.153958 0.134 0.391 0.407 0.1643
```
Forces are in eV/Å.

Output
LUMO (alpha / beta)   -13.76 / -17.68 eV
E   -75157.067 eV
2S+1   6
⟨S²⟩   8.820
Net charge   +4
Energy above the lowest of the compared OMol25 structures with the same formula, charge and spin   0.000 eV


Entry 3:
A molecular structure, C58H41AsCl2N9O5S4Tl, computed with ωB97M-V/def2-TZVPD.

Structure (XYZ):
```
121
Properties=species:S:1:pos:R:3:forces:R:3:lowdin_charge:R:1
Tl 0.101558 0.598653 0.661377 -0.015 0.022 0.007 0.7663
O -5.511186 5.700244 -0.700052 0.042 0.004 -0.077 0.0813
N -4.644323 6.250515 -0.048968 -0.115 -0.045 0.193 -0.3429
O -4.718345 7.383725 0.378732 0.037 0.028 -0.071 0.0868
C -3.448859 5.465786 0.307859 0.036 0.030 -0.032 -0.0748
C -2.885884 5.756970 1.496259 -0.027 -0.001 -0.034 0.0707
C -1.762119 5.014164 1.966496 0.001 -0.020 0.006 -0.1302
C -1.163040 5.272000 3.213438 0.016 -0.011 -0.006 0.0030
C -0.090850 4.518685 3.602770 -0.004 0.012 -0.008 -0.0249
C 0.365708 3.501824 2.747380 0.015 0.016 0.006 -0.1003
N -0.190969 3.236019 1.581446 0.084 0.050 0.011 0.0797
C -1.235316 3.983157 1.178896 -0.029 -0.037 0.007 -0.1618
C -1.830071 3.701244 -0.119087 0.000 -0.011 0.022 -0.1453
N -1.262451 2.725850 -0.854351 -0.034 0.064 -0.036 0.0703
C -1.760583 2.459408 -2.040519 -0.006 -0.032 0.020 -0.1266
C -2.842675 3.156089 -2.590229 -0.014 -0.016 0.005 -0.0209
C -3.438891 4.144328 -1.853839 -0.011 -0.004 0.001 0.0156
C -2.945178 4.437450 -0.567270 0.033 -0.018 0.037 -0.0608
H -3.299776 6.552091 2.101126 0.001 0.001 -0.001 0.1340
H -1.558249 6.059884 3.843420 -0.004 -0.001 0.001 0.1241
H 0.399503 4.675851 4.553577 0.001 0.003 0.001 0.1162
H 1.210469 2.872663 3.012714 0.004 0.004 0.008 0.1013
H -1.290731 1.652989 -2.593217 0.014 0.003 -0.027 0.0951
H -3.200290 2.901435 -3.578351 0.002 -0.003 0.000 0.1064
H -4.283769 4.685665 -2.247486 -0.005 0.005 0.001 0.1088
O -6.634491 -2.530382 3.475919 -0.058 -0.133 -0.132 -0.0119
C -5.650183 -2.237428 2.870825 0.110 0.277 0.298 -0.9894
S -5.601263 -0.919609 1.675681 -0.030 -0.040 -0.099 0.9892
C -3.918124 -1.033762 1.247670 -0.014 -0.016 -0.028 -1.1943
C -3.133029 -2.050458 2.022213 -0.025 -0.045 -0.035 -1.1742
S -1.547412 -2.289701 1.865243 0.001 -0.019 0.014 0.6953
S -4.064402 -2.986463 3.161396 0.000 -0.073 -0.052 0.9982
S -3.289977 -0.082498 0.103779 -0.055 -0.002 -0.087 0.6658
Cl -2.607292 1.206429 3.198941 0.057 0.017 0.043 0.7518
C -1.810186 1.646325 4.680677 -0.011 -0.063 0.014 -0.5565
C -2.411061 2.607931 5.474907 -0.010 -0.003 0.021 -0.1193
C -1.802043 2.985932 6.658939 -0.011 -0.017 -0.029 -0.0826
C -0.587334 2.425454 7.017797 0.012 0.026 0.016 -0.1085
C 0.009155 1.481892 6.197160 0.055 0.019 -0.023 -0.5759
Cl 1.579471 0.903235 6.630167 -0.008 -0.007 -0.024 0.7747
C -0.597692 1.031969 5.014691 -0.130 0.069 0.063 -0.3065
N -0.024636 0.073145 4.165915 0.017 0.116 -0.233 0.0638
C 0.407188 -1.165885 4.645078 0.028 -0.125 0.067 -0.2687
C -0.240315 -1.745433 5.736152 0.023 -0.004 0.004 -0.0508
C 0.168054 -2.967085 6.242493 -0.067 0.022 0.034 -0.0928
C 1.227811 -3.637775 5.658718 0.065 -0.030 -0.032 -0.0976
C 1.848366 -3.078171 4.550591 -0.026 -0.012 0.019 -0.0427
C 1.456960 -1.858699 4.010666 -0.009 0.109 0.010 -0.1607
C 2.117704 -1.401405 2.724474 -0.068 -0.029 -0.121 -0.0712
C 2.719049 0.023963 2.662954 -0.202 0.123 0.325 -0.6519
O 3.906124 0.167054 2.892002 0.106 -0.024 -0.081 0.0442
O 1.878014 0.975668 2.392195 0.060 -0.181 -0.099 -0.2793
H -3.351216 3.040465 5.162043 -0.005 0.003 0.004 0.1049
H -2.268680 3.723476 7.297937 0.001 0.003 0.002 0.1074
H -0.079970 2.726129 7.923828 0.000 0.001 0.001 0.1039
H 0.572443 0.485258 3.434752 0.097 -0.053 0.097 0.0581
H -1.066414 -1.217199 6.197849 -0.004 -0.001 0.001 0.1162
H -0.345483 -3.389955 7.096870 0.002 0.004 0.001 0.1009
H 1.566173 -4.587103 6.052020 0.001 -0.001 -0.005 0.0961
H 2.670097 -3.603515 4.078059 -0.001 -0.007 0.001 0.1106
H 1.373603 -1.501171 1.921596 0.024 0.026 -0.048 0.0461
H 2.925536 -2.095266 2.497980 0.011 -0.007 0.016 0.1134
C 2.814855 -1.353692 -1.959386 0.014 -0.026 -0.013 0.0142
C 2.614444 0.113718 -2.098106 0.092 -0.044 0.060 -0.3625
N 2.122336 0.902965 -1.173882 -0.124 0.066 -0.034 0.0415
C 2.187755 2.184284 -1.669544 0.009 0.001 -0.078 -0.1292
C 2.734049 2.167907 -2.912427 -0.007 -0.011 -0.022 -0.0653
N 3.001190 0.838594 -3.186780 0.001 0.023 0.038 -0.0320
C 3.651128 0.339376 -4.376469 0.004 -0.012 -0.012 -0.0719
N 4.841750 -0.400775 -4.060333 0.030 0.004 -0.010 -0.0709
N 4.991023 -1.661774 -4.534451 -0.020 0.014 -0.030 0.0525
N 6.089929 -2.147934 -4.110627 0.014 -0.032 0.006 0.0749
C 6.705975 -1.206235 -3.311155 -0.015 0.035 0.002 -0.2333
C 7.906746 -1.262665 -2.596911 -0.006 0.003 0.003 -0.0111
C 8.241587 -0.158551 -1.851007 0.006 0.001 -0.001 -0.0783
C 7.409108 0.980540 -1.802473 0.006 0.002 0.010 -0.0685
C 6.227870 1.054543 -2.502454 -0.007 0.005 -0.009 -0.0007
C 5.901244 -0.069299 -3.268822 -0.001 -0.030 0.030 -0.1744
H 2.182473 -1.718771 -1.152806 -0.006 0.010 0.016 0.0642
H 3.853322 -1.573766 -1.699672 -0.003 -0.009 -0.007 0.0942
H 2.575708 -1.903509 -2.871610 -0.020 0.009 -0.004 0.0786
H 1.833000 3.026019 -1.098467 -0.006 0.001 0.005 0.1030
H 2.952623 2.947410 -3.621870 -0.001 0.004 0.002 0.1165
H 3.881650 1.201307 -5.003345 0.001 -0.010 -0.009 0.1406
H 3.014364 -0.348429 -4.933584 -0.014 0.010 0.007 0.1341
H 8.529713 -2.145550 -2.630389 0.002 -0.001 -0.001 0.1143
H 9.156324 -0.158174 -1.274086 0.000 -0.003 0.001 0.1038
H 7.705603 1.815898 -1.182310 -0.002 0.000 0.001 0.1077
H 5.583604 1.920757 -2.438683 0.002 0.004 -0.003 0.1049
C 1.692667 -5.739381 -3.207698 -0.004 -0.001 0.002 -0.0833
C 0.984282 -5.006165 -4.150563 -0.001 0.004 0.000 -0.0805
C 0.175738 -3.951653 -3.750984 -0.009 -0.005 -0.015 -0.1002
C 0.079414 -3.618383 -2.403756 -0.015 0.023 -0.033 -0.3987
C 0.795039 -4.353001 -1.463159 0.017 -0.008 -0.004 -0.1364
C 1.592533 -5.417191 -1.862367 0.002 0.001 0.008 -0.0810
As -0.960283 -2.111755 -1.728792 0.066 -0.145 0.063 1.3060
C -1.383700 -1.141506 -3.350205 0.037 0.088 0.028 -0.3433
C -0.528594 -0.343420 -4.097138 -0.014 0.019 0.012 -0.1093
C -1.029946 0.397679 -5.158526 0.022 0.000 -0.011 -0.0878
C -2.389818 0.358002 -5.449787 -0.009 0.002 -0.001 -0.0836
C -3.248852 -0.432893 -4.701834 0.011 -0.025 -0.017 -0.0194
C -2.748805 -1.200853 -3.653073 0.011 0.038 -0.024 -0.1952
C -3.525839 -2.125114 -2.803839 -0.031 -0.019 0.018 -0.2164
C -4.893415 -2.366220 -2.900319 0.005 0.006 0.006 -0.0209
C -5.491096 -3.286221 -2.053703 -0.008 -0.003 -0.006 -0.0732
C -4.731530 -3.981219 -1.118547 0.011 -0.010 0.015 -0.0781
C -3.369536 -3.736403 -1.006215 -0.004 0.015 0.030 -0.1080
C -2.772078 -2.802763 -1.838908 -0.009 0.024 0.011 -0.3463
H 2.326379 -6.557823 -3.523204 0.001 0.000 0.000 0.1037
H 1.063329 -5.255054 -5.201106 -0.001 -0.003 -0.001 0.1038
H -0.377326 -3.385921 -4.491654 0.000 0.001 0.002 0.1006
H 0.742904 -4.088066 -0.411409 -0.007 0.003 -0.007 0.0935
H 2.144395 -5.983981 -1.123605 0.004 0.000 -0.003 0.1051
H 0.524981 -0.286982 -3.844228 0.008 0.004 0.008 0.0894
H -0.367770 1.015557 -5.752109 0.001 -0.004 -0.001 0.1032
H -2.780695 0.943287 -6.272477 0.000 0.002 0.000 0.1047
H -4.303377 -0.457675 -4.946314 -0.004 -0.003 0.002 0.1081
H -5.494770 -1.842490 -3.632911 0.000 0.005 0.001 0.1073
H -6.554607 -3.472446 -2.128034 -0.001 0.002 0.000 0.1055
H -5.203408 -4.713268 -0.475043 0.000 -0.001 -0.003 0.1074
H -2.783840 -4.272975 -0.269170 0.013 0.006 0.017 0.0998
```
Forces are in eV/Å.

Output
LUMO   -2.23 eV
E   -218377.243 eV
2S+1   1
Energy above the lowest of the compared OMol25 structures with the same formula, charge and spin   0.000 eV


Entry 4:
3 unconnected molecules or ions with the total composition C3H9N2O2 in a non-equilibrium geometry, computed with ωB97M-V/def2-TZVPD.

Structure (XYZ):
```
16
Properties=species:S:1:pos:R:3:forces:R:3:lowdin_charge:R:1
C 0.694782 -0.780217 0.489227 0.333 0.688 0.898 -0.0319
C 1.058764 -0.268264 1.684908 0.234 0.957 -0.146 -0.0201
N -0.049004 0.374902 2.201840 -0.155 -0.982 0.511 0.1151
C -1.093141 0.133750 1.417291 -0.288 1.277 -0.546 -0.0484
N -0.631418 -0.440324 0.326909 0.910 -1.869 -0.558 0.1289
H 1.294480 -1.284437 -0.237883 -0.197 -0.025 -0.300 0.1128
H 2.021864 -0.068463 2.105387 0.244 -0.464 0.239 0.1334
H -0.104439 0.732695 3.144609 -0.080 0.193 -0.116 0.1821
H -2.087206 0.526215 1.550619 -0.028 -0.175 0.092 0.1664
H -1.056124 -0.815466 -0.508387 -0.844 0.565 -0.006 0.1690
H 0.845265 -2.021268 -2.776152 -0.293 -0.085 0.260 0.0646
H 1.278550 -0.621730 -2.946354 -0.320 0.315 0.348 0.0645
O 0.717378 -1.155012 -2.361561 0.507 -0.396 -0.742 -0.0634
H -1.292084 1.933019 -2.700685 -0.157 -0.151 0.136 0.0472
H 0.069406 2.344267 -2.249128 0.065 -0.044 0.244 0.0439
O -0.667333 1.781449 -1.980717 0.070 0.195 -0.314 -0.0641
```
Forces are in eV/Å.

Output
LUMO   -2.88 eV
E   -10326.071 eV
2S+1   1
Net charge   +1
Energy above the lowest of the compared OMol25 structures with the same formula, charge and spin   0.781 eV